[1]
59
Properties=species:S:1:pos:R:3 method="wB97M-V/def2-TZVPD" spin_multiplicity=2 s2=0.917 energy_ev=-46121.6106 e_above_lowest_kj_mol=376.1 e_homo_ha="-0.2484 / -0.2491"
Ru 1.022 0.227 0.995
C -2.474 -4.104 -3.290
C -1.791 -2.929 -2.659
C -0.888 -2.161 -3.394
C -0.284 -1.067 -2.835
C -0.567 -0.638 -1.518
N 0.069 0.467 -1.041
C 0.281 1.520 -1.868
C -0.704 1.874 -2.817
C -0.547 2.929 -3.679
C 0.605 3.713 -3.647
C 0.781 4.879 -4.568
C 1.572 3.406 -2.700
C 1.435 2.339 -1.822
N 2.484 2.110 -0.910
C 3.805 2.175 -1.186
C 4.478 2.104 0.012
C 3.477 2.002 0.983
N 2.278 2.011 0.409
C -1.477 -1.430 -0.766
C -2.037 -2.568 -1.345
N -1.900 -1.032 0.509
C -2.946 -1.517 1.218
C -3.035 -0.790 2.382
C -1.997 0.139 2.302
N -1.332 -0.012 1.164
H -2.539 -3.961 -4.368
H -3.479 -4.230 -2.888
H -1.915 -5.023 -3.106
H -0.657 -2.440 -4.411
H 0.442 -0.504 -3.401
H -1.607 1.283 -2.843
H -1.329 3.155 -4.389
H 0.203 4.747 -5.480
H 1.829 5.009 -4.830
H 0.442 5.795 -4.082
H 2.460 4.020 -2.639
H 4.170 2.230 -2.194
H 5.537 2.128 0.175
H 3.569 1.953 2.053
H -2.689 -3.197 -0.759
H -3.572 -2.312 0.876
H -3.740 -0.920 3.178
H -1.735 0.909 3.002
C -0.615 -3.271 5.354
N -0.081 -2.031 4.851
C 0.228 -0.997 5.661
C 0.750 0.155 5.187
C 0.988 0.241 3.772
O 1.448 1.246 3.183
N 0.677 -0.822 3.004
C 0.088 -1.941 3.447
O -0.306 -2.849 2.743
H -0.475 -3.318 6.431
H -0.098 -4.094 4.861
H -1.676 -3.354 5.109
H 0.037 -1.131 6.718
H 0.975 0.991 5.828
F 2.359 -1.110 0.033

=====

[2]
63
Properties=species:S:1:pos:R:3 method="wB97M-V/def2-TZVPD" energy_ev=-134604.6704 charge=+1 e_homo_ha="-0.4390 / -0.4390"
Mn 0.590 -0.115 0.632
C 0.603 1.439 4.681
C 0.813 0.760 3.379
N -0.021 0.756 2.396
O -1.161 1.470 2.545
C 2.039 -0.041 3.048
C 3.164 -0.415 3.935
N 1.889 -0.378 1.834
O 2.262 -1.023 0.777
H -0.138 2.226 4.585
H 1.540 1.862 5.042
H 0.251 0.713 5.419
H -1.835 0.777 2.217
H 3.623 0.481 4.354
H 3.913 -0.979 3.386
H 2.790 -1.022 4.762
N -1.158 -2.081 -1.489
C -0.125 -1.343 -2.016
N 0.225 -1.266 -3.278
N 1.224 -0.344 -3.295
N 1.466 0.091 -2.114
N 0.625 -0.556 -1.259
C -1.776 -1.624 -0.354
N -2.989 -1.965 0.018
N -3.218 -1.238 1.133
N -2.205 -0.516 1.419
N -1.224 -0.751 0.494
H -1.703 -2.652 -2.116
C 0.724 1.342 -0.083
Ge 0.723 3.088 -1.112
C 2.399 3.493 -1.893
C 3.225 2.563 -2.527
C 4.416 2.986 -3.101
C 4.778 4.325 -3.054
C 3.957 5.253 -2.428
C 2.770 4.841 -1.837
C -0.824 2.929 -2.194
C -1.882 2.092 -1.827
C -3.010 2.003 -2.626
C -3.088 2.752 -3.793
C -2.043 3.586 -4.164
C -0.907 3.675 -3.371
C 0.444 4.041 0.551
C 1.498 4.131 1.467
C 1.327 4.804 2.671
C 0.101 5.388 2.967
C -0.952 5.303 2.065
C -0.782 4.629 0.863
H 2.939 1.522 -2.587
H 5.058 2.267 -3.593
H 5.705 4.649 -3.509
H 4.241 6.297 -2.394
H 2.147 5.571 -1.332
H -1.843 1.507 -0.913
H -3.827 1.352 -2.342
H -3.967 2.680 -4.420
H -2.109 4.162 -5.078
H -0.088 4.313 -3.686
H 2.473 3.715 1.224
H 2.153 4.898 3.365
H -0.031 5.927 3.897
H -1.900 5.770 2.295
H -1.610 4.561 0.165

=====

[3]
61
Properties=species:S:1:pos:R:3 method="wB97M-V/def2-TZVPD" energy_ev=-107715.9962 charge=+1 e_above_lowest_kj_mol=0.0 e_homo_ha=-0.3682
Hf -0.068 -1.782 24.066
S 1.946 -8.683 26.076
C 1.646 -7.138 25.734
S 2.731 -5.998 24.986
C 1.595 -4.646 24.859
C 0.382 -4.892 25.388
S -0.936 -3.746 25.241
S 0.128 -6.444 26.127
S 1.967 -3.228 23.922
N 3.245 -1.458 17.576
C 3.258 -1.489 16.195
C 4.284 -1.831 15.324
C 3.957 -1.773 13.988
C 2.667 -1.421 13.542
C 1.640 -1.128 14.421
C 1.966 -1.138 15.777
N 1.142 -1.007 16.905
C 1.937 -1.215 17.906
C 1.414 -1.219 19.299
C 0.089 -1.579 19.545
C -0.333 -1.583 20.881
N 0.527 -1.334 21.875
C 1.767 -0.930 21.632
C 2.250 -0.828 20.338
H 3.978 -1.880 18.128
H 5.271 -2.111 15.685
H 4.699 -1.986 13.235
H 2.497 -1.398 12.483
H 0.655 -0.866 14.063
H -0.582 -1.887 18.745
H -1.350 -1.816 21.178
H 2.381 -0.700 22.495
H 3.264 -0.426 20.141
O -1.416 4.756 20.911
C -0.522 3.991 21.558
O 0.623 4.323 21.718
C -1.075 2.700 22.133
C -1.866 1.831 21.405
C -2.264 0.591 21.878
C -1.892 0.183 23.160
S -2.472 -1.393 23.729
C -1.105 1.089 23.890
C -0.629 2.300 23.389
H -2.280 4.319 20.942
H -2.089 2.059 20.387
H -2.904 -0.061 21.305
H -0.855 0.848 24.910
H -0.012 2.991 23.964
C -1.966 -1.307 27.604
Sb -0.060 -0.733 26.971
C 0.972 -1.690 28.529
C -0.150 1.321 27.455
H -2.093 -0.985 28.659
H -2.075 -2.398 27.572
H -2.762 -0.876 27.023
H 0.623 -1.272 29.476
H 2.071 -1.686 28.463
H 0.599 -2.728 28.533
H -0.262 1.485 28.562
H -1.076 1.714 27.006
H 0.734 1.885 27.080

=====

[4]
61
Properties=species:S:1:pos:R:3 method="wB97M-V/def2-TZVPD" energy_ev=-72694.0395 charge=-1 e_homo_ha=-0.1839
C 0.220 -1.672 2.842
C 0.143 -1.283 1.570
C 1.278 -1.123 0.634
C 1.162 -1.501 -0.705
C -0.088 -2.115 -1.229
I -1.743 -0.814 -1.531
C -0.197 -3.411 -1.488
C -1.448 -4.087 -1.996
I 1.461 -4.713 -1.174
C 2.204 -1.315 -1.590
C 2.052 -1.689 -3.074
O 1.228 -1.065 -3.776
O 2.817 -2.594 -3.475
C 3.416 -0.766 -1.180
C 4.580 -0.523 -2.118
C 4.538 0.928 -2.648
C 3.555 -0.422 0.142
C 2.480 -0.594 1.050
C 2.935 -0.093 2.399
O 2.517 -0.230 3.515
N 4.154 0.655 2.104
N 3.656 2.030 1.930
C 3.891 2.652 2.963
S 3.920 3.692 4.124
C 4.739 0.153 0.886
O 5.899 0.187 0.577
H -0.533 -1.284 3.529
H 0.995 -2.306 3.261
H -0.851 -1.100 1.157
H -1.508 -5.086 -1.543
H -1.394 -4.258 -3.076
H -2.351 -3.554 -1.695
H 4.472 -1.177 -2.986
H 5.514 -0.685 -1.578
H 4.586 1.663 -1.831
H 5.405 1.127 -3.289
H 3.604 1.128 -3.183
O -2.451 1.523 4.632
C -1.649 2.308 5.037
O -1.679 2.816 6.300
C -0.655 3.810 6.450
C 0.369 3.498 5.371
C -0.501 2.920 4.260
H -1.107 4.797 6.320
H -0.234 3.746 7.452
H 0.955 4.365 5.070
H 1.061 2.733 5.727
H -0.895 3.697 3.602
H 0.023 2.164 3.680
O -4.666 -1.233 -2.181
C -5.250 -0.703 -3.076
O -5.699 0.579 -3.020
C -6.450 0.886 -4.204
C -5.974 -0.110 -5.250
C -5.639 -1.330 -4.399
H -7.514 0.776 -3.979
H -6.257 1.917 -4.496
H -6.711 -0.302 -6.029
H -5.067 0.262 -5.730
H -6.508 -1.972 -4.242
H -4.814 -1.904 -4.813